Record 1
An isolated molecule of C6H10. Source: the Open Molecules 2025 dataset; level of theory: wB97M-V/def2-TZVPD.

Element x y z (Å)
C: -0.8346 0.5946 -0.4615
C: 1.1357 -0.7087 0.3882
C: 2.0918 0.4821 0.2236
C: 0.0086 -0.5032 -0.5823
C: -2.0578 -0.5740 -0.2229
C: -0.8743 1.8826 -0.1995
H: -2.4972 -0.8262 -1.1891
H: -2.7305 0.0533 0.3595
H: 1.5030 1.4094 0.1844
H: -1.7369 2.3063 0.3284
H: -1.8854 -1.4874 0.3567
H: -0.1395 -1.2244 -1.3860
H: 2.6727 0.3945 -0.7012
H: 1.6468 -1.6672 0.2452
H: 2.7783 0.5453 1.0728
H: 0.7361 -0.7047 1.4102

Cartesian forces (eV/Å) of the 2 atoms listed first:
C 0.288 0.297 0.081
C -0.014 -0.037 0.075

E_LUMO = -0.3 eV
Frontier orbital gap = 0.2579 Eh
HOMO level = -0.2677 Eh
Relative energy (zero: lowest compared OMol25 entry of this formula, charge and spin) = 518.29 kJ/mol

=====

Record 2
An isolated molecule of C6H10. Source: the Open Molecules 2025 dataset; level of theory: wB97M-V/def2-TZVPD.

Element x y z (Å)
C: -0.9631 -0.5919 -0.4230
C: -1.5807 0.5587 0.3184
C: 0.1671 -1.3416 0.2706
C: -0.5204 0.8179 -0.7138
C: 1.3844 -0.3821 0.2875
C: 0.8967 1.0114 -0.1886
H: 0.9116 1.7402 0.6308
H: 1.8498 -0.3331 1.2771
H: 1.5506 1.4077 -0.9722
H: 2.1522 -0.7564 -0.3984
H: -0.1185 -1.6443 1.2854
H: -1.3129 0.6986 1.3650
H: 0.4042 -2.2596 -0.2775
H: -2.6081 0.8237 0.0835
H: -0.8057 1.3151 -1.6371
H: -1.5877 -1.1347 -1.1277

Cartesian forces (eV/Å) of the 2 atoms listed first:
C -0.019 -0.171 -0.073
C -0.110 0.061 0.133

E_LUMO = 1.3 eV
Structure (SMILES) = C1C[C@@H]2C[C@@H]2C1
Frontier orbital gap = 0.4076 Eh
HOMO level = -0.3614 Eh
Relative energy (zero: lowest compared OMol25 entry of this formula, charge and spin) = 45.52 kJ/mol

=====

Record 3
An isolated molecule of C6H10 at a distorted geometry. Source: the Open Molecules 2025 dataset; level of theory: wB97M-V/def2-TZVPD.

Element x y z (Å)
C: 0.7945 0.0475 1.1270
C: -2.0205 -0.0641 -1.0380
C: 1.0807 0.5683 -0.2066
C: 2.0733 0.0433 -0.9122
C: -0.8358 -0.0251 1.0935
C: -1.0778 -0.5697 -0.2491
H: -2.3141 0.9823 -0.9880
H: -0.7704 -1.6052 -0.3825
H: 2.6511 0.6680 -1.5643
H: 1.3107 0.7020 1.8477
H: -1.2613 0.9831 1.1684
H: 0.7765 1.5996 -0.3715
H: 2.3331 -1.0098 -0.8415
H: -1.3991 -0.6569 1.7997
H: 1.2032 -0.9621 1.2467
H: -2.5441 -0.7013 -1.7293

Cartesian forces (eV/Å) of the 2 atoms listed first:
C -2.703 -0.880 0.921
C 0.159 -0.068 -0.248

E_LUMO = 1.1 eV
Structure (SMILES) = C=CCCC=C
Frontier orbital gap = 0.3675 Eh
HOMO level = -0.3273 Eh
Relative energy (zero: lowest compared OMol25 entry of this formula, charge and spin) = 230.76 kJ/mol

=====

Repeat the second record exactly.
An isolated molecule of C6H10. Source: the Open Molecules 2025 dataset; level of theory: wB97M-V/def2-TZVPD.

Element x y z (Å)
C: -0.9631 -0.5919 -0.4230
C: -1.5807 0.5587 0.3184
C: 0.1671 -1.3416 0.2706
C: -0.5204 0.8179 -0.7138
C: 1.3844 -0.3821 0.2875
C: 0.8967 1.0114 -0.1886
H: 0.9116 1.7402 0.6308
H: 1.8498 -0.3331 1.2771
H: 1.5506 1.4077 -0.9722
H: 2.1522 -0.7564 -0.3984
H: -0.1185 -1.6443 1.2854
H: -1.3129 0.6986 1.3650
H: 0.4042 -2.2596 -0.2775
H: -2.6081 0.8237 0.0835
H: -0.8057 1.3151 -1.6371
H: -1.5877 -1.1347 -1.1277

Cartesian forces (eV/Å) of the 2 atoms listed first:
C -0.019 -0.171 -0.073
C -0.110 0.061 0.133

E_LUMO = 1.3 eV
Structure (SMILES) = C1C[C@@H]2C[C@@H]2C1
Frontier orbital gap = 0.4076 Eh
HOMO level = -0.3614 Eh
Relative energy (zero: lowest compared OMol25 entry of this formula, charge and spin) = 45.52 kJ/mol

=====

Which value of E_LUMO does entry 1 give?
-0.3 eV